No. 1
The following is a quantum chemistry calculation of C44H34BrN5OY as an isolated structure, from the OMol25 dataset.

HOMO-LUMO gap (spin up / spin down) in eV: 4.32 / 6.12
Total charge: -1

Atoms and positions in Å:
Y -0.49 -0.36 0.22
C -2.45 -2.16 4.14
C -1.62 -1.88 3.04
N -1.64 -0.73 2.40
C -2.55 0.20 2.75
C -3.47 -0.01 3.82
C -3.35 -1.22 4.54
C -4.48 0.92 4.09
C -4.63 2.00 3.25
C -3.75 2.24 2.21
C -2.65 1.40 1.95
N -1.76 1.56 0.96
C -1.86 2.63 0.10
C -2.02 3.96 0.49
C -2.23 4.97 -0.44
C -2.26 4.70 -1.79
C -1.98 3.40 -2.24
C -1.91 3.07 -3.61
C -1.65 1.77 -3.98
C -1.41 0.82 -2.99
N -1.43 1.09 -1.70
C -1.75 2.35 -1.31
H -2.38 -3.12 4.63
H -0.92 -2.62 2.68
H -4.00 -1.39 5.39
H -5.15 0.75 4.92
H -5.46 2.68 3.40
H -3.95 3.07 1.56
H -1.99 4.20 1.54
H -2.40 5.98 -0.09
H -2.47 5.48 -2.51
H -2.07 3.85 -4.34
H -1.60 1.49 -5.02
H -1.18 -0.20 -3.26
Br -3.81 -5.39 -4.55
C -3.29 -4.09 -3.23
C -4.12 -3.00 -3.01
C -3.76 -2.10 -2.04
C -2.56 -2.21 -1.30
O -2.30 -1.37 -0.37
C -1.69 -3.32 -1.60
C -0.43 -3.54 -0.97
N 0.23 -2.70 -0.21
C 1.45 -3.05 0.33
C 2.24 -4.14 -0.09
C 3.45 -4.45 0.51
C 3.93 -3.69 1.56
C 3.21 -2.58 2.01
C 3.65 -1.79 3.09
C 2.87 -0.74 3.53
C 1.69 -0.47 2.86
N 1.25 -1.16 1.81
C 1.97 -2.23 1.39
C -2.12 -4.27 -2.55
H -5.03 -2.87 -3.57
H -4.41 -1.26 -1.81
H -0.01 -4.53 -1.17
H 1.93 -4.75 -0.92
H 4.02 -5.30 0.17
H 4.87 -3.95 2.04
H 4.58 -2.05 3.60
H 3.17 -0.14 4.37
H 1.04 0.34 3.20
H -1.50 -5.13 -2.75
C 1.53 2.97 -1.51
C 2.10 1.75 -0.76
C 2.15 2.12 0.73
C 1.23 0.55 -1.02
C 3.51 1.41 -1.24
C 4.20 0.38 -0.60
C 5.49 0.05 -0.97
C 6.12 0.72 -2.01
C 5.43 1.71 -2.69
C 4.14 2.05 -2.30
H 0.57 3.25 -1.07
H 1.36 2.73 -2.56
H 2.21 3.82 -1.43
H 1.14 2.26 1.11
H 2.72 3.04 0.87
H 2.64 1.35 1.31
H 1.42 0.23 -2.06
H 3.73 -0.16 0.20
H 6.02 -0.73 -0.44
H 7.13 0.48 -2.29
H 5.89 2.23 -3.52
H 3.64 2.84 -2.85

=====

No. 2
The following is a quantum chemistry calculation of C44H34ClCrN5O14PS as an isolated structure, from the OMol25 dataset.

Energy relative to the best compared isomer or geometry (same formula, charge and spin) in eV: 2.435
HOMO-LUMO gap (spin up / spin down) in eV: 2.99 / 7.44
Total charge: -1
Multiplicity: 5

Atoms and positions in Å:
Cr -0.34 0.37 0.20
O 2.03 3.18 -4.64
C 2.86 2.17 -4.51
O 3.64 1.87 -5.39
C 2.79 1.38 -3.25
C 3.65 0.35 -2.90
Cl 4.94 -0.25 -3.82
N 3.23 -0.18 -1.72
N 2.12 0.44 -1.32
C 1.85 1.40 -2.18
C 0.66 2.26 -1.91
O 0.45 3.26 -2.62
O -0.10 1.86 -0.99
C 3.82 -1.12 -0.85
C 3.03 -1.64 0.18
C 3.58 -2.52 1.09
C 4.91 -2.90 0.99
C 5.69 -2.36 -0.02
C 5.16 -1.46 -0.93
H 1.41 3.31 -3.84
H 2.00 -1.32 0.26
H 2.98 -2.92 1.89
H 5.34 -3.59 1.69
H 6.73 -2.64 -0.11
H 5.80 -1.02 -1.67
O -0.54 -1.17 1.40
C -0.53 -2.52 1.61
C -0.93 -3.36 0.39
C 0.04 -3.22 -0.79
C -0.46 -2.34 -1.89
C -0.89 -2.95 -3.06
C -1.34 -2.21 -4.14
C -1.31 -0.83 -4.00
C -0.86 -0.28 -2.82
N -0.46 -0.99 -1.74
H 0.35 -0.52 2.56
H -1.22 -2.77 2.43
H 0.48 -2.85 1.93
H -1.93 -3.06 0.09
H -0.98 -4.41 0.71
H 0.23 -4.21 -1.22
H 0.99 -2.84 -0.43
H -0.86 -4.03 -3.12
H -1.69 -2.67 -5.05
H -1.61 -0.17 -4.80
H -0.82 0.79 -2.73
O -1.07 3.40 3.13
S -1.39 2.75 1.89
O -1.11 3.47 0.68
O -0.90 1.34 1.88
C -3.17 2.55 1.84
C -3.99 3.35 2.61
C -5.36 3.31 2.45
C -5.91 2.47 1.49
C -5.09 1.67 0.72
C -3.71 1.70 0.88
P -2.69 0.62 -0.18
C -3.56 -0.94 0.18
C -3.91 -1.19 1.51
C -4.57 -2.35 1.86
C -4.88 -3.29 0.89
C -4.48 -3.08 -0.42
C -3.79 -1.93 -0.77
C -3.34 1.23 -1.78
C -4.33 0.62 -2.54
C -4.66 1.12 -3.78
C -4.02 2.24 -4.28
C -3.09 2.91 -3.49
C -2.76 2.41 -2.24
H -3.51 3.99 3.34
H -6.00 3.93 3.05
H -6.98 2.44 1.35
H -5.52 1.03 -0.04
H -3.65 -0.46 2.26
H -4.86 -2.52 2.88
H -5.42 -4.19 1.15
H -4.69 -3.82 -1.18
H -3.43 -1.82 -1.78
H -4.86 -0.24 -2.15
H -5.42 0.63 -4.37
H -4.25 2.61 -5.26
H -2.62 3.81 -3.84
H -2.05 2.94 -1.61
O 1.18 -0.26 3.09
C 1.95 0.49 2.35
O 1.65 0.86 1.23
C 3.28 0.75 2.97
C 4.02 1.90 2.71
C 5.26 2.07 3.36
C 5.76 1.09 4.21
C 5.03 -0.07 4.42
C 3.77 -0.24 3.81
N 5.54 -1.09 5.25
O 6.61 -0.89 5.83
O 4.89 -2.14 5.36
N 6.02 3.25 3.17
O 5.58 4.10 2.39
O 7.08 3.37 3.78
H 3.66 2.68 2.05
H 6.71 1.23 4.71
H 3.21 -1.13 4.03

=====

No. 3
The following is a quantum chemistry calculation of a 2-piece molecular cluster, C44H34F6N4 overall, from the OMol25 dataset.

Energy relative to the best compared isomer or geometry (same formula, charge and spin) in eV: 0.345
HOMO-LUMO gap in eV: 2.67
Total charge: 0

Atoms and positions in Å:
C 6.44 -2.39 3.38
C 6.05 -1.08 3.61
C 5.53 -0.33 2.59
C 5.39 -0.87 1.30
C 4.80 -0.14 0.20
N 4.26 -0.87 -0.80
C 4.13 -0.45 -2.04
C 3.31 -1.04 -2.94
N 2.56 -1.55 -3.68
C 4.74 1.32 0.17
C 5.72 2.10 0.79
C 5.66 3.48 0.76
C 4.61 4.11 0.12
C 3.63 3.36 -0.50
C 3.69 1.99 -0.48
C 5.77 -2.20 1.10
C 6.30 -2.95 2.12
H 6.85 -2.98 4.18
H 6.12 -0.67 4.60
H 5.20 0.68 2.77
H 4.76 0.37 -2.38
H 6.56 1.62 1.26
H 6.44 4.06 1.21
H 4.55 5.18 0.10
H 2.82 3.85 -1.01
H 2.94 1.40 -0.98
H 5.63 -2.63 0.12
H 6.61 -3.96 1.94
F -0.42 1.12 6.55
C -0.47 -0.02 5.84
F 0.47 -0.02 4.88
F -0.32 -1.09 6.64
C -1.85 -0.12 5.17
N -1.96 -1.35 4.38
C -2.53 -2.52 5.01
C -3.86 -2.86 4.81
C -4.42 -3.93 5.47
C -3.65 -4.70 6.32
C -2.32 -4.40 6.51
C -1.76 -3.32 5.86
C -1.52 -1.33 3.01
C -0.29 -1.88 2.63
C 0.13 -1.83 1.33
C -0.67 -1.21 0.33
C -0.20 -1.15 -1.00
C -0.73 -0.36 -2.05
C -0.31 -0.59 -3.38
C -0.88 0.08 -4.43
C -1.88 1.04 -4.20
N -2.48 1.75 -5.29
C -1.67 2.75 -5.99
C -1.59 4.06 -5.19
F -0.80 4.92 -5.87
F -2.83 4.56 -5.07
F -1.07 3.80 -3.98
C -3.91 1.70 -5.53
C -4.78 2.57 -4.88
C -6.14 2.50 -5.10
C -6.65 1.57 -5.98
C -5.80 0.68 -6.61
C -4.45 0.74 -6.39
C -2.23 1.36 -2.89
C -1.64 0.70 -1.84
C -1.93 -0.72 0.73
C -2.34 -0.74 2.04
H -2.63 -0.09 5.92
H -1.98 0.74 4.51
H -4.46 -2.25 4.15
H -5.46 -4.17 5.32
H -4.10 -5.52 6.85
H -1.72 -5.00 7.17
H -0.73 -3.05 6.02
H 0.33 -2.31 3.39
H 1.08 -2.23 1.05
H 0.65 -1.75 -1.25
H 0.49 -1.29 -3.57
H -0.56 -0.10 -5.44
H -0.66 2.36 -6.12
H -2.10 2.94 -6.97
H -4.36 3.32 -4.23
H -6.80 3.18 -4.59
H -7.71 1.52 -6.16
H -6.21 -0.06 -7.29
H -3.78 0.05 -6.88
H -2.90 2.18 -2.72
H -1.81 1.07 -0.85
H -2.63 -0.38 -0.01
H -3.29 -0.34 2.33

=====

No. 4
The following is a quantum chemistry calculation of C44H35Br2GeN7O2PtS3 as an isolated structure, from the OMol25 dataset.

Energy relative to the best compared isomer or geometry (same formula, charge and spin) in eV: 1.773
HOMO-LUMO gap (spin up / spin down) in eV: 7.38 / 7.51
Total charge: +1
Multiplicity: 2

Atoms and positions in Å:
Pt 0.21 1.10 -1.64
Br 2.69 7.04 -0.10
C 1.84 5.54 -0.85
C 2.44 4.85 -1.88
C 1.81 3.71 -2.32
N 0.67 3.25 -1.80
C 0.06 3.97 -0.88
C 0.61 5.13 -0.37
C -1.29 3.46 -0.48
C -2.15 4.18 0.32
C -3.48 3.79 0.39
Br -4.69 4.74 1.46
C -3.91 2.73 -0.36
C -2.95 2.00 -1.04
N -1.66 2.32 -1.05
H 3.38 5.19 -2.31
H 2.23 3.13 -3.13
H 0.11 5.68 0.41
H -1.81 5.05 0.86
H -4.96 2.45 -0.39
H -3.24 1.12 -1.61
C -2.47 -6.07 0.94
C -1.91 -5.70 -0.28
C -1.78 -4.35 -0.60
C -2.21 -3.37 0.30
C -2.79 -3.76 1.51
C -2.93 -5.10 1.82
Ge -1.90 -1.48 -0.06
C -2.36 -1.34 -2.00
C -1.92 -0.49 -3.03
C -2.42 -0.62 -4.33
C -3.38 -1.57 -4.63
C -3.87 -2.38 -3.62
C -3.37 -2.26 -2.32
C -3.09 -0.38 1.01
C -2.80 0.37 2.15
C -3.83 1.01 2.84
C -5.14 0.89 2.41
C -5.44 0.14 1.28
C -4.42 -0.49 0.58
H -2.56 -7.12 1.19
H -1.55 -6.45 -0.97
H -1.38 -4.07 -1.56
H -3.12 -3.00 2.21
H -3.38 -5.39 2.76
H -1.19 0.33 -2.87
H -2.05 0.04 -5.11
H -3.75 -1.68 -5.64
H -4.64 -3.12 -3.83
H -3.76 -2.92 -1.56
H -1.78 0.46 2.50
H -3.59 1.59 3.72
H -5.94 1.39 2.96
H -6.47 0.04 0.95
H -4.66 -1.06 -0.31
N 3.67 0.24 -2.77
C 3.64 0.86 -1.57
N 2.55 1.15 -0.93
C 2.84 1.85 0.25
C 1.92 2.28 1.20
C 2.37 2.98 2.31
C 3.73 3.25 2.49
C 4.66 2.80 1.57
C 4.20 2.10 0.46
S 5.13 1.41 -0.84
H 2.81 0.00 -3.21
H 4.54 0.01 -3.20
H 0.88 2.02 1.09
H 1.65 3.32 3.05
H 4.06 3.80 3.37
H 5.72 2.99 1.71
N 6.41 -1.73 2.83
C 5.07 -1.65 2.59
C 4.42 -0.41 2.61
C 3.07 -0.32 2.34
C 2.35 -1.46 2.01
C 2.98 -2.72 2.05
C 4.32 -2.81 2.33
S 0.61 -1.36 1.89
O 0.07 -2.61 2.37
O 0.21 -0.13 2.50
N 0.14 -1.14 0.25
C 0.79 -1.79 -0.80
S 1.48 -3.37 -0.83
C 1.71 -3.24 -2.52
C 1.27 -2.04 -2.95
N 0.79 -1.20 -1.98
H 6.91 -0.94 3.19
H 6.84 -2.63 2.99
H 4.98 0.48 2.88
H 2.56 0.63 2.42
H 2.39 -3.62 1.92
H 4.80 -3.78 2.37
H 2.16 -4.04 -3.09
H 1.25 -1.72 -3.99

=====

No. 5
The following is a quantum chemistry calculation of C44H35F10N9O2S3Ti as an isolated structure, from the OMol25 dataset.

Energy relative to the best compared isomer or geometry (same formula, charge and spin) in eV: 1.693
HOMO-LUMO gap (spin up / spin down) in eV: 5.38 / 5.38
Total charge: -2
Multiplicity: 3

Atoms and positions in Å:
Ti 0.01 1.28 0.20
C 1.18 -3.10 -1.22
N -0.16 -2.53 -1.39
C -0.37 -2.22 -2.82
C -1.24 -1.02 -3.22
N -0.71 0.22 -2.66
C -0.89 1.32 -3.39
C -1.70 1.49 -4.55
F -2.52 0.48 -4.97
C -1.78 2.66 -5.27
F -2.58 2.72 -6.35
C -1.05 3.78 -4.91
F -1.11 4.91 -5.65
C -0.27 3.71 -3.76
F 0.44 4.78 -3.40
C -0.21 2.55 -3.04
F 0.51 2.57 -1.89
C -1.09 -3.61 -0.98
C -2.59 -3.39 -0.79
N -2.92 -2.56 0.34
C -4.19 -2.54 0.68
C -5.33 -3.07 -0.03
F -5.18 -3.67 -1.24
C -6.63 -2.96 0.42
F -7.63 -3.45 -0.34
C -6.95 -2.34 1.62
F -8.24 -2.25 2.04
C -5.90 -1.81 2.36
F -6.17 -1.22 3.53
C -4.61 -1.89 1.90
F -3.66 -1.31 2.65
H 1.26 -4.09 -1.72
H 1.42 -3.23 -0.17
H 1.94 -2.45 -1.64
H -0.78 -3.13 -3.30
H 0.60 -2.02 -3.29
H -2.29 -1.20 -2.93
H -1.22 -0.97 -4.32
H -0.73 -4.00 -0.03
H -0.99 -4.41 -1.74
H -3.00 -4.39 -0.62
H -3.03 -3.03 -1.73
O -1.45 4.16 -1.03
S -1.06 4.48 0.33
O -0.27 5.67 0.50
N -0.37 3.16 0.97
C 0.01 3.20 2.30
C 0.05 4.35 3.09
C 0.47 4.28 4.42
C 0.87 3.10 4.98
C 0.84 1.91 4.22
C 1.27 0.66 4.73
C 1.23 -0.43 3.91
C 0.77 -0.30 2.60
N 0.35 0.85 2.07
C 0.40 1.96 2.87
C -2.64 4.78 1.15
C -3.76 4.13 0.67
C -5.00 4.37 1.24
C -5.13 5.28 2.28
C -4.01 5.95 2.74
C -2.76 5.71 2.18
H -0.19 5.30 2.65
H 0.50 5.19 5.01
H 1.21 3.05 6.01
H 1.64 0.59 5.74
H 1.61 -1.39 4.23
H 0.73 -1.17 1.96
H -3.68 3.48 -0.19
H -5.87 3.84 0.87
H -6.10 5.46 2.72
H -4.10 6.67 3.54
H -1.89 6.25 2.52
N -2.00 1.43 -0.44
H -2.72 1.56 0.26
H -2.26 0.65 -1.03
H -1.95 2.28 -0.99
S 4.50 2.30 0.58
C 2.82 2.12 0.95
N 2.08 1.49 0.07
C 2.87 1.10 -1.01
C 2.43 0.46 -2.16
C 3.33 0.17 -3.16
C 4.68 0.50 -3.04
C 5.14 1.15 -1.91
C 4.23 1.45 -0.91
H 2.45 2.55 1.87
H 1.37 0.22 -2.25
H 2.99 -0.32 -4.07
H 5.38 0.27 -3.84
H 6.19 1.43 -1.81
C 3.36 -4.61 5.21
C 4.07 -4.23 3.93
C 4.94 -5.12 3.30
C 5.50 -4.66 2.11
N 5.27 -3.47 1.61
C 4.43 -2.64 2.29
S 4.16 -1.07 1.71
N 3.81 -3.03 3.44
H 3.94 -5.33 5.78
H 2.38 -5.04 4.98
H 3.20 -3.71 5.81
H 5.16 -6.10 3.70
H 6.18 -5.29 1.54